{"formula": "C25H25FN6O4", "method": "ωB97M-V/def2-TZVPD", "e_lumo_ev": 0.585, "relative_energy_kj_mol": 22.8, "fmax_ha_per_bohr": 0.0281, "mol_weight_g_mol": 492.5, "multiplicity": 1, "species": ["C", "C", "C", "C", "C", "C", "N", "N", "N", "N", "C", "H", "H", "C", "O", "N", "C", "C", "C", "C", "C", "C", "H", "H", "F", "H", "H", "C", "C", "C", "C", "C", "O", "H", "H", "H", "H", "C", "O", "N", "H", "C", "C", "H", "H", "C", "H", "H", "C", "H", "H", "C", "H", "H", "H", "O", "H", "H", "H", "H", "H"], "coordinates": [[6.8604, 1.9067, -3.4585], [5.5435, 2.0617, -2.7899], [4.4589, 2.8395, -3.0963], [3.4909, 2.5808, -2.1062], [4.0558, 1.6585, -1.2595], [3.5181, 1.0295, -0.0943], [2.2955, 1.2658, 0.3824], [2.2391, 0.4532, 1.4165], [3.3383, -0.2374, 1.5862], [4.1532, 0.1040, 0.6588], [1.0799, 0.3101, 2.2355], [1.2476, -0.5424, 2.8964], [0.9326, 1.2111, 2.8408], [-0.1990, 0.1437, 1.4020], [-1.2006, 0.7592, 1.7141], [-0.1224, -0.6626, 0.3245], [0.9825, -1.5133, 0.0534], [1.7246, -1.3329, -1.1103], [2.8008, -2.1561, -1.3798], [3.1145, -3.1614, -0.4817], [2.3741, -3.3720, 0.6679], [1.2995, -2.5438, 0.9307], [0.6967, -2.7010, 1.8119], [2.6396, -4.1730, 1.3382], [4.1575, -3.9661, -0.7430], [3.3996, -2.0201, -2.2658], [1.4696, -0.5325, -1.7890], [-1.2046, -0.6745, -0.6644], [-1.5616, 0.7226, -1.0682], [-0.7761, 1.8322, -1.1921], [-1.6318, 2.8648, -1.6476], [-2.8633, 2.3036, -1.7713], [-2.8307, 1.0055, -1.4224], [-3.8078, 2.7019, -2.0837], [-1.3610, 3.8801, -1.8509], [0.2684, 1.9082, -0.9632], [-0.8220, -1.2262, -1.5323], [-2.4229, -1.5044, -0.1712], [-2.6117, -2.6230, -0.6024], [-3.1831, -0.8809, 0.7280], [-2.8815, 0.0211, 1.0807], [-4.3739, -1.4587, 1.3092], [-5.5877, -0.5476, 1.0562], [-5.4394, 0.0658, 0.1691], [-6.4800, -1.1567, 0.9100], [-5.7214, 0.2705, 2.3370], [-6.7079, 0.7177, 2.4481], [-4.9750, 1.0660, 2.3561], [-5.4152, -0.7586, 3.4209], [-5.1709, -0.3019, 4.3785], [-6.2792, -1.4098, 3.5617], [-4.2418, -1.5562, 2.8449], [-3.2968, -1.1026, 3.1475], [-4.2435, -2.5899, 3.1858], [-4.4955, -2.4373, 0.8393], [5.3009, 1.3454, -1.6796], [2.5142, 3.0093, -2.0167], [4.3674, 3.5110, -3.9251], [6.8869, 2.5036, -4.3649], [7.0363, 0.8615, -3.7083], [7.6613, 2.2284, -2.7939]], "forces_ev_per_a": [[-0.096, -0.173, 0.335], [-0.280, 0.712, -0.778], [0.637, -0.340, 0.012], [0.224, -0.653, 0.712], [-0.692, 0.957, -0.831], [-0.604, -0.271, 0.880], [0.210, 0.409, -0.436], [0.733, 0.333, -0.376], [-0.238, -0.554, 0.877], [0.704, 0.116, -0.502], [-0.618, 0.162, 0.457], [0.005, 0.111, -0.092], [0.000, -0.204, -0.126], [0.283, 0.113, 0.322], [0.083, 0.158, 0.296], [-0.182, -0.105, -0.467], [0.308, -0.486, 0.007], [-0.063, -0.091, 0.232], [0.044, -0.187, 0.047], [-0.239, 0.082, 0.083], [0.227, -0.045, -0.161], [-0.091, 0.124, -0.287], [-0.096, -0.032, 0.083], [0.051, -0.096, 0.056], [-0.001, 0.026, 0.011], [0.083, -0.007, -0.093], [-0.029, 0.093, -0.084], [-0.637, -0.097, -0.136], [0.952, 0.437, -0.105], [-0.296, -0.622, -0.001], [-0.526, -0.129, -0.117], [0.332, 0.795, -0.143], [-0.166, -0.431, 0.017], [-0.177, -0.047, -0.024], [-0.033, 0.243, -0.057], [0.196, -0.063, 0.116], [-0.142, 0.076, 0.269], [0.411, 0.380, -0.181], [-0.012, -0.428, -0.216], [-0.217, 0.174, 0.364], [0.118, -0.180, -0.166], [-0.048, -0.248, -0.211], [0.009, 0.059, 0.020], [-0.041, -0.061, -0.091], [-0.074, -0.018, -0.004], [-0.185, -0.145, 0.008], [0.007, 0.123, 0.006], [0.041, 0.115, 0.014], [0.067, 0.087, 0.057], [-0.057, -0.034, 0.087], [-0.065, -0.002, 0.044], [-0.110, -0.081, 0.096], [0.037, -0.040, 0.015], [0.089, -0.036, 0.028], [0.008, 0.153, 0.087], [0.181, -0.321, 0.302], [-0.236, 0.064, 0.077], [0.065, 0.117, -0.199], [-0.007, 0.022, -0.033], [0.058, -0.044, -0.077], [0.095, 0.028, -0.019]], "nbo_charge": [-0.654, 0.315, -0.327, -0.243, 0.190, 0.243, -0.271, 0.002, -0.022, -0.246, -0.317, 0.257, 0.252, 0.706, -0.621, -0.445, 0.097, -0.213, -0.257, 0.405, -0.279, -0.146, 0.216, 0.236, -0.316, 0.237, 0.234, -0.184, 0.335, -0.338, -0.297, 0.078, -0.411, 0.204, 0.226, 0.244, 0.254, 0.682, -0.628, -0.619, 0.431, -0.063, -0.410, 0.220, 0.206, -0.405, 0.212, 0.195, -0.401, 0.211, 0.196, -0.415, 0.209, 0.216, 0.237, -0.375, 0.232, 0.230, 0.230, 0.231, 0.231]}